w) The following is a DFT calculation (ωB97M-V/def2-TZVPD) of 2 unconnected molecules or ions with the total composition C6H10O3.

## Properties
Charge: 0
2S+1: 1

The geometry in XYZ format:
```
19
Properties=species:S:1:pos:R:3:mulliken_charge:R:1
C -1.398 0.747 0.410 0.700
C -2.120 -0.416 -0.255 -0.621
C -0.007 -1.240 0.203 -0.068
C 1.522 -1.215 -0.186 -0.909
C 1.591 0.309 0.307 -0.290
C 0.060 0.308 -0.030 -0.762
H -0.614 2.641 -0.866 0.336
H -1.585 0.679 1.455 0.356
H -2.416 -0.234 -1.334 0.311
H -2.769 -0.872 0.420 0.334
H -0.130 -1.446 1.192 0.527
H 2.121 -1.980 0.331 0.305
H 1.877 -1.288 -1.207 0.331
H 1.613 0.298 1.354 0.429
H 2.696 1.869 0.414 0.401
H 0.044 0.331 -1.098 0.385
O -1.863 1.891 -0.193 -0.702
O -1.197 -1.504 -0.449 -0.496
O 2.576 1.122 -0.467 -0.567
```

---

x) The following is a DFT calculation (ωB97M-V/def2-TZVPD) of C6H10O3 in the gas phase.

## Properties
Charge: 0
2S+1: 1
SMILES: C/C(O)=C(/C)[C@H](O)C=O

The geometry in XYZ format:
```
19
Properties=species:S:1:pos:R:3:mulliken_charge:R:1
C 1.317 1.287 -1.125 -1.526
C 0.906 0.010 -0.452 0.803
O 1.785 -1.055 -0.609 -0.529
C 0.091 -0.051 0.679 0.760
C 0.067 -1.307 1.490 -1.624
C -1.151 0.710 0.607 -0.458
O -2.133 0.511 1.569 -0.534
C -1.218 -0.036 -0.997 0.040
O -1.380 0.674 -1.964 -0.557
H 0.953 1.297 -2.155 0.392
H 0.901 2.171 -0.645 0.273
H 2.405 1.378 -1.131 0.461
H 2.267 -0.945 -1.436 0.346
H -0.586 -2.057 1.024 0.341
H -0.310 -1.104 2.492 0.402
H 1.059 -1.749 1.534 0.398
H -1.075 1.766 0.371 0.317
H -2.353 -0.425 1.625 0.350
H -1.545 -1.077 -0.878 0.346
```

---

y) The following is a DFT calculation (ωB97M-V/def2-TZVPD) of C6H10O3 in the gas phase.

## Properties
Charge: 0
2S+1: 1
SMILES: C=C[C@](C)(O)OC(=C)O

The geometry in XYZ format:
```
19
Properties=species:S:1:pos:R:3:mulliken_charge:R:1
C -0.222 -2.267 1.920 -0.723
C -0.742 -1.382 1.061 -0.513
C 0.090 -0.344 0.194 1.109
C 0.380 -0.962 -1.170 -1.393
O 1.298 -0.055 0.864 -0.588
O -0.780 0.764 0.124 -0.401
C -0.410 1.908 -0.656 0.578
C 0.821 2.368 -0.887 -0.810
O -1.471 2.572 -1.216 -0.503
H -0.858 -2.953 2.474 0.279
H 0.849 -2.342 2.087 0.284
H -1.817 -1.375 0.892 0.266
H 0.652 -2.021 -1.101 0.385
H -0.472 -0.889 -1.855 0.349
H 1.223 -0.471 -1.666 0.357
H 1.040 0.170 1.773 0.417
H 0.962 3.276 -1.467 0.273
H 1.709 1.928 -0.454 0.294
H -2.252 2.076 -0.917 0.338
```

---

Going by the computed energies, the most stable comes first: y), x), w).

---

w) The following is a DFT calculation (ωB97M-V/def2-TZVPD) of C6H10O3 in the gas phase.

## Properties
Charge: 0
2S+1: 1

The geometry in XYZ format:
```
19
Properties=species:S:1:pos:R:3:mulliken_charge:R:1
C 0.756 0.933 0.597 0.971
C 0.065 -1.241 -1.124 -0.722
C -0.478 1.037 1.470 -1.396
C -1.275 -1.648 -0.538 -1.020
C 1.542 -0.241 0.763 0.178
C 0.257 0.530 -1.144 -0.020
O 1.535 2.093 0.540 -0.537
O 2.493 -0.883 0.870 -0.278
O -0.777 1.163 -1.380 -0.672
H 1.036 2.828 0.923 0.374
H 1.167 0.675 -1.757 0.375
H 0.872 -1.907 -0.818 0.443
H 0.042 -1.309 -2.213 0.350
H -1.177 1.709 0.971 0.381
H -0.970 0.077 1.587 0.249
H -0.225 1.458 2.445 0.460
H -1.606 -2.598 -0.962 0.372
H -1.224 -1.779 0.544 0.209
H -2.033 -0.898 -0.771 0.282
```

---

x) The following is a DFT calculation (ωB97M-V/def2-TZVPD) of C6H10O3 in the gas phase.

## Properties
Charge: 0
2S+1: 1
SMILES: CC(=O)[C@H](O)/C=C(\C)O

The geometry in XYZ format:
```
19
Properties=species:S:1:pos:R:3:mulliken_charge:R:1
C -1.539 0.933 1.388 -1.339
C -1.144 0.414 0.038 0.946
O -1.849 -0.264 -0.687 -0.622
C 0.049 1.280 -0.860 -0.250
O -0.073 0.880 -2.172 -0.606
C 1.005 0.581 0.010 -0.731
C 1.071 -0.771 0.187 1.029
C 0.798 -1.818 -0.841 -1.328
O 1.738 -1.290 1.269 -0.520
H -1.122 0.271 2.148 0.272
H -1.170 1.938 1.580 0.324
H -2.625 0.936 1.467 0.424
H 0.029 2.360 -0.716 0.403
H -0.806 0.228 -2.192 0.398
H 1.382 1.205 0.814 0.244
H -0.233 -2.165 -0.768 0.289
H 0.984 -1.453 -1.848 0.273
H 1.446 -2.676 -0.669 0.478
H 2.058 -0.589 1.850 0.317
```

---

Going by the computed energies, the most stable comes first: x), w).

---

w) The following is a DFT calculation (ωB97M-V/def2-TZVPD) of C6H10O3 in the gas phase.

## Properties
Charge: 0
2S+1: 1
SMILES: C=C(OC)[C@H](O)C(C)=O

The geometry in XYZ format:
```
19
Properties=species:S:1:pos:R:3:mulliken_charge:R:1
C 1.947 1.650 -0.122 -0.882
C 1.150 0.605 -0.189 0.553
O -0.192 0.655 -1.051 -0.409
C -1.413 1.322 -0.766 -0.677
C 1.167 -0.797 0.211 -0.459
O 1.958 -1.592 -0.642 -0.540
C -0.436 -1.194 -0.038 1.149
C -1.248 -1.123 1.234 -1.307
O -0.685 -2.029 -0.909 -0.661
H 2.903 1.562 0.388 0.284
H 1.644 2.622 -0.494 0.281
H -1.497 1.620 0.285 0.311
H -2.227 0.641 -1.034 0.274
H -1.495 2.201 -1.408 0.279
H 1.415 -0.944 1.265 0.363
H 1.360 -1.880 -1.362 0.383
H -0.973 -0.245 1.821 0.366
H -2.309 -1.055 0.981 0.324
H -1.071 -2.020 1.829 0.369
```

---

x) The following is a DFT calculation (ωB97M-V/def2-TZVPD) of C6H10O3 in the gas phase.

## Properties
Charge: 0
2S+1: 1
SMILES: CC#COC(O)(O)CC

The geometry in XYZ format:
```
19
Properties=species:S:1:pos:R:3:mulliken_charge:R:1
C 3.980 0.007 0.049 -0.881
C 2.505 -0.261 0.205 0.247
C 1.383 -0.457 -0.151 0.112
O 0.146 -0.717 -0.501 -0.510
C -0.715 0.533 0.021 0.614
O -0.591 0.536 1.372 -0.451
O -0.150 1.642 -0.395 -0.522
C -2.124 0.259 -0.550 -0.633
C -2.983 -0.922 -0.092 -1.351
H 4.433 -0.104 1.087 0.270
H 4.481 -0.808 -0.525 0.272
H 3.999 1.062 -0.309 0.210
H -0.867 -0.327 1.584 0.308
H 0.738 1.836 -0.057 0.411
H -2.116 0.311 -1.550 0.490
H -2.802 1.223 -0.406 0.318
H -3.116 -0.981 1.008 0.300
H -2.337 -1.781 -0.211 0.350
H -3.864 -1.049 -0.580 0.445
```

---

Going by the computed energies, the most stable comes first: w), x).